Molecular formula: C11H20N2O5
Method: DFT, ωB97M-V/def2-TZVPD

Last column: Mulliken charge in e.
Positions of all 38 atoms, in Å:
C -5.42744 0.37811 -1.09637  -1.32
C -4.10897 -0.29925 -1.03476  -0.26
C -3.66519 -0.51973 0.44400  0.14
C -3.60086 0.79217 1.34432  -1.13
C -2.13546 -1.22343 0.31652  0.15
N -1.81533 -1.77390 1.57578  -0.69
C -1.01924 -0.33410 -0.30956  0.26
O -1.09437 0.33339 -1.34115  -0.79
N 0.05563 -0.48592 0.46840  -0.12
C 1.39918 0.09100 0.34501  -0.45
C 1.99212 -0.38028 -0.96710  -0.34
C 3.46263 0.11722 -1.25813  -0.85
C 4.27240 -0.76188 -0.25687  0.53
O 4.81442 -1.79456 -0.51732  -0.57
O 4.29870 -0.15677 0.92760  -0.51
C 1.44659 1.57896 0.43489  0.55
O 2.32729 2.10322 1.18320  -0.67
O 0.59597 2.25842 -0.33552  -0.50
H -5.41619 1.52169 -1.03928  0.29
H -6.32463 -0.07666 -0.48150  0.27
H -5.67606 0.19918 -2.18685  0.41
H -3.37530 0.32949 -1.48964  0.19
H -4.22950 -1.36509 -1.50514  0.28
H -4.22752 -1.34168 0.89981  0.40
H -3.32254 1.65451 0.54686  0.23
H -4.74861 0.97848 1.75460  0.28
H -2.86552 0.85081 2.29939  0.35
H -2.33988 -1.97912 -0.55135  0.27
H -2.36958 -2.64793 1.68609  0.33
H -2.12166 -1.15454 2.28630  0.24
H -0.13405 -1.18355 1.17817  0.39
H 1.86657 -0.39920 1.30370  0.30
H 1.34904 -0.00598 -1.82974  0.34
H 1.93112 -1.51171 -1.11940  0.48
H 3.70878 1.14897 -0.96638  0.43
H 3.68948 -0.06329 -2.32460  0.34
H 3.68473 0.67214 0.86917  0.41
H 0.00870 1.60976 -0.74573  0.36

Force components x, y, z for each atom (eV/Å):
-2.9 0.8 -1.9
-0.6 -1.9 2.4
3.4 -0.1 -0.5
-1.5 1.1 -0.4
-3.6 1.0 -3.2
0.2 -2.8 0.1
-0.4 -0.9 1.1
0.0 0.2 0.4
0.2 0.9 -0.2
-0.5 -2.9 1.7
0.2 0.0 -2.7
-0.2 -1.6 0.7
0.2 1.3 -1.9
-0.1 -0.2 0.4
-1.2 1.4 0.6
2.3 2.1 2.2
-2.7 -1.3 -2.8
1.4 0.1 1.4
0.1 -1.6 0.5
2.0 0.9 -1.0
-0.5 0.4 1.0
0.6 -0.1 -0.7
0.6 2.0 0.6
-0.2 0.3 0.1
-0.6 -1.7 2.3
3.1 -0.1 -1.0
-1.6 -0.4 -2.4
0.6 0.7 1.9
0.8 0.9 0.1
-0.3 0.6 0.9
0.4 0.0 0.4
-0.1 1.4 -2.0
0.6 -0.2 1.2
0.3 1.4 0.7
-0.6 -0.1 -0.5
0.1 0.0 0.7
1.6 -1.5 0.7
-0.8 -0.3 -0.9

HOMO energy = -0.36184 Ha
E = -916.82720 Eh
F_max = 0.0956 hartree/bohr
LUMO level = 0.34 eV
Kohn-Sham gap = 10.186 eV
ΔE to the lowest compared entry with this formula, charge and spin = 267.88 kJ/mol
SMILES = CC[C@H](C)[C@H](N)C(=O)N[C@@H](CCC(=O)O)C(=O)O